1.
Formula: C7H17N4
Source: the Open Molecules 2025 dataset
Level of theory: ωB97M-V/def2-TZVPD

Properties
E_HOMO   -12.172 eV
LUMO energy   -2.5 eV
Energy relative to the best compared isomer or geometry (same formula, charge and spin)   110.8 kcal/mol
Net charge   +1

Element x y z (Å)
C 0.74 0.02 -1.65
C 0.30 -0.24 -0.43
C 2.78 -0.35 -0.51
C 0.01 0.18 -2.90
C -1.21 1.83 0.96
C -0.72 -1.82 0.93
C -1.10 0.50 1.63
N 2.12 0.23 -1.72
N 1.92 -0.16 0.61
N -2.34 0.06 2.19
N -0.81 -0.46 0.37
H 2.78 -1.37 -0.66
H 3.73 0.09 -0.14
H 0.59 0.70 -3.53
H -1.05 0.68 -2.83
H -0.28 -0.77 -3.54
H -1.07 2.63 1.83
H -2.14 1.89 0.32
H -0.37 2.09 0.17
H -1.50 -2.28 1.40
H -0.48 -2.45 0.19
H 0.20 -1.99 1.57
H -0.19 0.28 2.07
H 2.69 0.01 -2.52
H 2.02 0.78 0.89
H -2.99 0.74 2.46
H -2.10 -0.52 3.02
H -1.55 -0.32 -0.21

2.
Formula: C9H9NO2
Source: the Open Molecules 2025 dataset
Level of theory: ωB97M-V/def2-TZVPD

Properties
SMILES   CC(=O)OC1(C#N)C=CCC=C1
E_HOMO   -9.947 eV
LUMO energy   0.6 eV
Energy relative to the best compared isomer or geometry (same formula, charge and spin)   70.9 kcal/mol

Element x y z (Å)
C -0.37 -1.60 -2.90
C -0.08 -0.87 -1.57
O 1.08 -0.58 -1.33
O -1.15 -0.61 -0.79
C -0.96 0.05 0.55
C -2.31 0.12 1.13
N -3.39 0.14 1.52
C -0.53 1.49 0.34
C 0.64 1.96 0.65
C 1.72 1.01 1.17
C 1.22 -0.23 1.81
C 0.05 -0.76 1.49
H 0.44 -2.28 -2.95
H -0.45 -0.73 -3.63
H -1.41 -2.00 -2.71
H -1.34 2.20 0.19
H 0.92 3.03 0.66
H 2.21 0.55 0.18
H 2.49 1.49 1.67
H 1.76 -0.90 2.52
H -0.54 -1.48 2.01

3.
Formula: C6H13NO
Source: the Open Molecules 2025 dataset
Level of theory: ωB97M-V/def2-TZVPD

Properties
SMILES   C/C(=C\N)CCCO
E_HOMO   -8.133 eV
LUMO energy   0.9 eV
Energy relative to the best compared isomer or geometry (same formula, charge and spin)   85.0 kcal/mol

Element x y z (Å)
C 1.59 -1.52 1.31
C 0.60 -0.41 0.94
C -0.66 -0.42 1.47
N -1.18 -1.20 2.52
C 0.92 0.55 -0.22
C 0.06 0.47 -1.41
C -0.83 1.71 -1.75
O -1.67 1.24 -2.78
H 2.03 -1.32 2.25
H 0.84 -2.44 1.41
H 2.42 -1.64 0.53
H -1.38 0.41 1.28
H -0.40 -1.84 2.84
H -1.86 -1.83 2.17
H 1.00 1.52 0.08
H 1.98 0.25 -0.47
H 0.90 0.68 -2.31
H -0.60 -0.41 -1.69
H -0.24 2.58 -1.69
H -1.57 1.84 -0.98
H -1.97 1.80 -3.50